P) # C6H14

One molecule with the formula C6H14 (ωB97M-V with the def2-TZVPD basis set, the Open Molecules 2025 dataset).

SMILES string   CCCC(C)C
Orbital gap   11.3 eV
HOMO level   -10.14 eV
E_LUMO   1.1 eV

```
! wB97M-V def2-TZVPD RIJCOSX def2/J DEFGRID3
* xyz 0 1
C -0.318 2.309 -0.088
C 0.716 1.343 -0.754
C 1.080 0.012 -0.043
C -0.109 -0.781 0.418
C 0.311 -2.104 1.091
C -1.305 -0.813 -0.643
H 0.141 3.280 0.072
H -0.518 2.057 0.977
H -1.312 2.312 -0.612
H 0.211 1.108 -1.724
H 1.620 1.914 -1.000
H 1.651 -0.652 -0.724
H 1.761 0.276 0.806
H -0.784 -0.257 1.141
H 1.010 -1.883 1.969
H -0.450 -2.791 1.499
H 0.835 -2.698 0.306
H -1.570 0.203 -0.916
H -2.107 -1.413 -0.194
H -0.863 -1.422 -1.581
*
```

Q) # C6H14

One molecule with the formula C6H14 (ωB97M-V with the def2-TZVPD basis set, the Open Molecules 2025 dataset).

SMILES string   CC(C)C(C)C
Orbital gap   11.8 eV
HOMO level   -10.65 eV
E_LUMO   1.1 eV

```
! wB97M-V def2-TZVPD RIJCOSX def2/J DEFGRID3
* xyz 0 1
C -1.838 0.936 0.046
C -0.737 -0.104 0.301
C -0.947 -1.360 -0.538
C 0.683 0.471 0.310
C 1.593 -0.419 1.151
C 1.258 0.696 -1.084
H -1.516 1.982 0.125
H -2.424 0.815 -0.874
H -2.466 0.708 0.897
H -0.917 -0.434 1.341
H -0.695 -1.227 -1.596
H -2.001 -1.660 -0.487
H -0.348 -2.179 -0.130
H 0.613 1.448 0.812
H 1.718 -1.402 0.680
H 1.164 -0.578 2.148
H 2.583 0.030 1.270
H 0.605 1.330 -1.696
H 2.241 1.178 -1.023
H 1.389 -0.259 -1.606
*
```

Which structure loses on stability? P) does.

P) # C6H14

A 2-piece molecular cluster, C6H14 overall (ωB97M-V with the def2-TZVPD basis set, the Open Molecules 2025 dataset).

Orbital gap   7.8 eV
HOMO level   -6.77 eV
E_LUMO   1.0 eV

```
! wB97M-V def2-TZVPD RIJCOSX def2/J DEFGRID3
* xyz 0 1
C 2.228 1.128 0.672
C 1.559 -0.283 0.473
C 0.319 -0.431 -0.369
C -0.927 0.109 0.171
C -1.973 0.594 -0.699
C -2.339 -0.928 -0.106
H 2.569 1.424 -0.363
H 1.545 1.936 1.020
H 3.108 1.030 1.312
H 1.361 -0.597 1.507
H 2.425 -0.974 0.114
H 4.330 -1.506 -1.146
H 0.543 -0.018 -1.350
H -1.031 0.216 1.313
H -1.850 0.614 -1.778
H 4.061 -0.880 -0.839
H -2.520 1.453 -0.295
H -1.665 -1.779 -0.261
H -2.945 -0.846 0.814
H -3.132 -1.216 -0.894
*
```

Q) # C6H14

One molecule with the formula C6H14 (ωB97M-V with the def2-TZVPD basis set, the Open Molecules 2025 dataset).

SMILES string   CCCC(C)C
Orbital gap   12.2 eV
HOMO level   -10.93 eV
E_LUMO   1.2 eV

```
! wB97M-V def2-TZVPD RIJCOSX def2/J DEFGRID3
* xyz 0 1
C 2.818 0.302 -0.154
C 1.450 -0.370 -0.346
C 0.305 0.401 0.314
C -1.044 -0.329 0.336
C -2.089 0.545 1.031
C -1.526 -0.729 -1.061
H 2.708 1.368 0.074
H 3.430 0.225 -1.058
H 3.390 -0.141 0.668
H 1.240 -0.464 -1.418
H 1.469 -1.396 0.048
H 0.179 1.364 -0.206
H 0.576 0.652 1.351
H -0.914 -1.250 0.925
H -3.053 0.032 1.123
H -1.759 0.831 2.036
H -2.252 1.468 0.459
H -2.507 -1.217 -1.010
H -1.624 0.156 -1.705
H -0.837 -1.426 -1.550
*
```

R) # C6H14

A 2-piece molecular cluster, C6H14 overall (ωB97M-V with the def2-TZVPD basis set, the Open Molecules 2025 dataset).

SMILES string   C=CC.CCC
Orbital gap   10.8 eV
HOMO level   -9.67 eV
E_LUMO   1.1 eV

```
! wB97M-V def2-TZVPD RIJCOSX def2/J DEFGRID3
* xyz 0 1
C 1.239 -0.697 3.067
C 1.098 -0.239 1.837
C 2.244 0.056 0.925
H 0.404 -0.905 3.717
H 2.215 -0.885 3.491
H 0.078 -0.036 1.403
H 2.168 -0.556 0.026
H 2.217 1.103 0.620
H 3.203 -0.139 1.401
C -1.230 -1.043 -1.249
C -0.850 0.432 -1.216
C -1.867 1.295 -1.952
H -1.272 -1.413 -2.273
H -0.497 -1.636 -0.705
H -2.208 -1.198 -0.797
H 0.125 0.561 -1.694
H -0.695 0.785 -0.154
H -1.958 0.971 -2.988
H -1.563 2.340 -1.962
H -2.851 1.203 -1.497
*
```

S) # C6H14

One molecule with the formula C6H14 (ωB97M-V with the def2-TZVPD basis set, the Open Molecules 2025 dataset).

SMILES string   CC(C)C(C)C
Orbital gap   10.5 eV
HOMO level   -9.35 eV
E_LUMO   1.1 eV

```
! wB97M-V def2-TZVPD RIJCOSX def2/J DEFGRID3
* xyz 0 1
C 1.630 -0.519 -1.126
C 0.771 0.012 0.031
C 0.882 1.507 0.178
C -0.597 -0.638 0.097
C -1.124 -0.564 1.522
C -1.580 -0.035 -0.902
H 1.281 -1.388 -1.695
H 2.233 0.179 -1.722
H 2.108 -0.823 -0.166
H 1.348 -0.393 1.056
H 0.338 2.057 -0.595
H 1.938 1.802 0.119
H 0.506 1.765 1.167
H -0.453 -1.700 -0.163
H -1.301 0.478 1.816
H -0.404 -0.996 2.227
H -2.067 -1.106 1.606
H -1.189 -0.069 -1.925
H -2.530 -0.580 -0.877
H -1.790 1.011 -0.650
*
```

Which structure loses on stability? P) does.